Entry 1:
# C3H9N

A cluster of 2 separate species, C3H9N in total (ωB97M-V with the def2-TZVPD basis set, OMol25).

Each line ends with the Mulliken charge.
CARTESIAN COORDINATES (ANGSTROEM)
1 C 2.648 0.522 0.261  -0.855
2 C 1.814 -0.493 0.042  0.135
3 N 0.522 -0.394 -0.462  -0.447
4 H 2.328 1.549 0.131  0.227
5 H 3.594 0.388 0.756  0.251
6 H 2.131 -1.506 0.262  0.268
7 H 0.373 0.482 -0.943  0.197
8 H 0.107 -1.135 -1.001  0.222
9 C -2.702 0.115 0.195  -0.995
10 H -2.450 0.573 -0.755  0.207
11 H -3.656 0.493 0.533  0.297
12 H -1.899 0.368 0.871  0.260
13 H -2.811 -0.962 0.111  0.233

As for the SMILES: C=CN.C. The relative energy (zero: lowest compared OMol25 entry of this formula, charge and spin) comes out at 19.3 kcal per mole. The total energy comes out at -4746.2721 eV. The gap between HOMO and LUMO is 9.36 eV.

=====

Entry 2:
# C4H5FeLiO2

A structure of composition C4H5FeLiO2 (ωB97M-V with the def2-TZVPD basis set, OMol25).

Each line ends with the Mulliken charge.
CARTESIAN COORDINATES (ANGSTROEM)
1 H 1.724 -0.900 0.682  -0.126
2 C 0.703 0.412 -0.067  0.716
3 C -0.591 1.113 0.197  -0.402
4 C -1.614 -0.016 0.055  -0.501
5 C -0.905 -1.189 -0.533  0.054
6 O 0.292 -0.745 -0.870  -0.095
7 O 1.821 0.873 -0.396  -0.511
8 Fe 3.414 -0.035 -0.052  1.352
9 Li 0.958 -2.856 -0.085  0.972
10 H -0.701 1.915 -0.545  0.379
11 H -0.569 1.572 1.193  0.390
12 H -2.480 0.187 -0.595  0.386
13 H -2.052 -0.332 1.016  0.387

The relative energy (zero: lowest compared OMol25 entry of this formula, charge and spin) comes out at 88.4 kcal per mole. The total energy comes out at -42874.1867 eV. The spin multiplicity is 6. The gap between HOMO and LUMO (spin up / spin down) is 7.10 / 4.14 eV. The net charge is +3.

=====

Entry 3:
# C38H33N4NiOP2

A structure of composition C38H33N4NiOP2 (ωB97M-V with the def2-TZVPD basis set, OMol25).

Each line ends with the Mulliken charge.
CARTESIAN COORDINATES (ANGSTROEM)
1 Ni -0.040 -1.034 0.388  -0.572
2 C -1.584 -4.534 2.040  -1.717
3 C -1.199 -3.372 1.194  0.718
4 N -0.524 -2.359 1.602  1.176
5 N -0.065 -2.212 2.873  -1.136
6 C 0.658 -1.106 2.911  0.101
7 O 0.854 -0.351 1.881  -0.218
8 C 1.277 -0.701 4.188  0.506
9 C 1.165 -1.507 5.319  -0.284
10 C 1.753 -1.112 6.508  -0.719
11 C 2.453 0.087 6.573  -0.384
12 C 2.565 0.891 5.447  -0.733
13 C 1.980 0.499 4.254  -0.452
14 C -1.568 -3.247 -0.227  0.489
15 C -2.384 -4.148 -0.887  -0.638
16 C -2.706 -3.919 -2.217  -0.673
17 C -2.206 -2.795 -2.848  -1.137
18 C -1.390 -1.937 -2.130  0.196
19 N -1.066 -2.154 -0.857  1.007
20 H -1.125 -4.440 3.019  0.364
21 H -1.261 -5.468 1.575  0.382
22 H -2.669 -4.579 2.161  0.361
23 H 0.617 -2.436 5.256  0.454
24 H 1.668 -1.738 7.386  0.397
25 H 2.912 0.393 7.504  0.395
26 H 3.110 1.824 5.500  0.416
27 H 2.064 1.114 3.369  0.486
28 H -2.766 -5.010 -0.360  0.503
29 H -3.346 -4.610 -2.749  0.455
30 H -2.437 -2.571 -3.879  0.528
31 H -0.985 -1.046 -2.590  0.322
32 N 0.079 1.323 -1.449  0.402
33 P -1.188 1.108 -0.321  -0.562
34 C -1.340 2.691 0.550  1.210
35 C -0.903 3.911 0.042  -0.250
36 C -1.071 5.076 0.776  -0.729
37 C -1.681 5.031 2.021  -0.549
38 C -2.120 3.819 2.535  -0.679
39 C -1.944 2.654 1.806  -0.518
40 C -2.704 1.001 -1.315  0.578
41 C -2.869 1.647 -2.538  -0.316
42 C -4.045 1.492 -3.254  -0.741
43 C -5.069 0.698 -2.749  -0.495
44 C -4.913 0.055 -1.531  -0.719
45 C -3.728 0.198 -0.821  -0.328
46 P 1.285 0.163 -1.185  -0.037
47 C 1.660 -0.597 -2.784  0.461
48 C 1.659 0.135 -3.969  -0.411
49 C 1.940 -0.491 -5.172  -0.690
50 C 2.235 -1.850 -5.197  -0.565
51 C 2.244 -2.583 -4.020  -0.749
52 C 1.949 -1.958 -2.816  -0.059
53 C 2.787 1.057 -0.739  1.053
54 C 2.733 2.310 -0.137  -0.453
55 C 3.905 2.947 0.248  -0.752
56 C 5.130 2.330 0.046  -0.538
57 C 5.186 1.071 -0.539  -0.642
58 C 4.021 0.435 -0.930  -0.835
59 H 0.239 2.176 -1.969  0.338
60 H -0.434 3.977 -0.933  0.252
61 H -0.729 6.019 0.372  0.441
62 H -1.811 5.940 2.593  0.402
63 H -2.588 3.778 3.509  0.426
64 H -2.268 1.706 2.223  0.393
65 H -2.079 2.272 -2.938  0.302
66 H -4.169 1.995 -4.204  0.436
67 H -5.988 0.584 -3.308  0.420
68 H -5.708 -0.563 -1.136  0.449
69 H -3.598 -0.324 0.122  0.401
70 H 1.441 1.197 -3.958  0.311
71 H 1.936 0.079 -6.092  0.439
72 H 2.458 -2.335 -6.138  0.417
73 H 2.474 -3.640 -4.039  0.443
74 H 1.933 -2.536 -1.897  0.393
75 H 1.781 2.786 0.059  0.386
76 H 3.856 3.924 0.710  0.451
77 H 6.043 2.827 0.346  0.402
78 H 6.141 0.586 -0.692  0.420
79 H 4.076 -0.543 -1.394  0.396

The total energy comes out at -107567.3257 eV. The gap between HOMO and LUMO (spin up / spin down) is 7.46 / 7.35 eV. The net charge is +1.

=====

Entry 4:
# C40H52FN6O5Si2TeV

A structure of composition C40H52FN6O5Si2TeV (ωB97M-V with the def2-TZVPD basis set, OMol25).

Each line ends with the Mulliken charge.
CARTESIAN COORDINATES (ANGSTROEM)
1 V 0.091 0.510 0.743  1.544
2 C -3.865 6.704 -1.309  -1.046
3 C -3.789 6.257 0.141  -1.007
4 N -3.373 4.851 0.273  0.142
5 C -2.087 4.586 0.543  -0.048
6 C -1.579 3.325 0.678  -0.275
7 C -0.141 3.155 1.017  -0.013
8 O 0.704 3.957 0.721  -0.593
9 O 0.095 2.035 1.722  -0.480
10 C -2.410 2.194 0.470  2.093
11 O -1.995 1.004 0.483  -1.377
12 C -3.808 2.484 0.214  0.713
13 C -4.724 1.440 0.054  -0.913
14 C -6.036 1.697 -0.194  0.316
15 F -6.862 0.639 -0.324  -0.328
16 C -6.544 3.012 -0.310  -0.812
17 C -5.624 4.041 -0.172  -0.680
18 C -4.270 3.801 0.107  0.108
19 N -7.893 3.291 -0.603  0.163
20 C -8.502 4.510 -0.089  -0.495
21 C -9.410 5.112 -1.163  -0.797
22 N -10.028 3.990 -1.962  -0.114
23 C -10.243 2.794 -1.084  -0.848
24 C -8.876 2.209 -0.737  -0.698
25 H -4.182 7.745 -1.358  0.390
26 H -4.565 6.099 -1.885  0.324
27 H -2.888 6.627 -1.784  0.355
28 H -4.737 6.384 0.662  0.447
29 H -3.057 6.851 0.685  0.471
30 H -1.432 5.440 0.662  0.492
31 H -4.386 0.416 0.140  0.720
32 H -5.946 5.059 -0.310  0.335
33 H -7.756 5.254 0.164  0.320
34 H -9.062 4.310 0.831  0.314
35 H -8.862 5.742 -1.861  0.430
36 H -10.220 5.689 -0.721  0.371
37 H -9.394 3.728 -2.720  0.384
38 H -10.903 4.298 -2.392  0.353
39 H -10.850 2.064 -1.614  0.414
40 H -10.799 3.143 -0.217  0.353
41 H -8.563 1.544 -1.539  0.515
42 H -8.986 1.609 0.170  0.430
43 C 3.705 -6.349 6.058  -0.885
44 O 2.570 -5.623 5.607  -0.420
45 C 1.911 -6.094 4.523  0.809
46 C 0.745 -5.405 4.177  -0.664
47 C 0.026 -5.768 3.061  -0.165
48 C 0.452 -6.841 2.273  -0.067
49 C 1.554 -7.577 2.673  -0.471
50 C 2.306 -7.199 3.777  -0.472
51 N -0.199 -7.323 1.081  -0.266
52 N -0.674 -6.605 0.186  -0.619
53 C -0.469 -5.180 0.111  -0.005
54 C -1.572 -4.377 0.112  -0.580
55 C -1.430 -2.977 0.100  -0.471
56 C -0.190 -2.417 0.037  0.118
57 O -0.072 -1.058 0.146  -0.473
58 C 0.980 -3.215 -0.103  -0.009
59 N 2.182 -2.602 -0.250  0.129
60 C 3.233 -3.365 -0.398  0.026
61 C 3.195 -4.773 -0.422  -1.302
62 C 1.995 -5.397 -0.268  -0.651
63 C 0.829 -4.618 -0.083  0.552
64 H 4.051 -5.840 6.953  0.240
65 H 4.498 -6.345 5.306  0.354
66 H 3.440 -7.378 6.306  0.368
67 H 0.416 -4.594 4.811  0.485
68 H -0.888 -5.244 2.827  0.479
69 H 1.840 -8.443 2.090  0.478
70 H 3.178 -7.774 4.047  0.447
71 H -2.553 -4.826 0.193  0.460
72 H -2.298 -2.334 0.173  0.601
73 H 4.184 -2.857 -0.526  0.436
74 H 4.107 -5.335 -0.565  0.442
75 H 1.926 -6.474 -0.306  0.586
76 C 3.951 0.962 4.661  -1.070
77 Si 3.362 0.222 3.055  0.091
78 C 4.488 -1.186 2.572  -0.652
79 C 1.635 -0.475 3.252  -0.614
80 C 3.378 1.636 1.799  -0.823
81 Te 2.471 1.370 -0.110  0.082
82 C 3.902 -0.021 -0.858  0.123
83 Si 5.211 0.822 -1.951  0.324
84 C 6.564 -0.411 -2.305  -1.077
85 C 4.350 1.355 -3.519  -1.061
86 C 5.951 2.315 -1.107  -1.056
87 H 3.965 0.204 5.445  0.317
88 H 3.312 1.779 4.997  0.319
89 H 4.966 1.351 4.563  0.327
90 H 4.544 -1.885 3.410  0.392
91 H 5.504 -0.850 2.358  0.342
92 H 4.109 -1.739 1.714  -0.067
93 H 1.632 -1.196 4.073  0.497
94 H 1.330 -1.038 2.360  -0.182
95 H 0.889 0.289 3.486  0.258
96 H 4.405 1.941 1.583  0.544
97 H 2.863 2.503 2.218  0.509
98 H 3.340 -0.743 -1.447  0.274
99 H 4.330 -0.521 0.006  -0.321
100 H 6.177 -1.329 -2.749  0.340
101 H 7.103 -0.677 -1.395  0.332
102 H 7.284 0.016 -3.003  0.349
103 H 4.002 0.499 -4.098  0.321
104 H 5.030 1.929 -4.151  0.348
105 H 3.489 1.994 -3.306  0.314
106 H 6.547 2.041 -0.235  0.335
107 H 5.202 3.050 -0.796  0.352
108 H 6.617 2.817 -1.811  0.370

The total energy comes out at -112943.5974 eV. The gap between HOMO and LUMO (spin up / spin down) is 5.96 / 5.96 eV. The net charge is +2.

=====

Question: Number 4 is which compound?
Answer: C40H52FN6O5Si2TeV